P:
Here is a 2-piece molecular cluster, C6H12NO overall from the Open Molecules 2025 dataset. Energies are from ωB97M-V with the def2-TZVPD basis set.

Structure (XYZ):
```
20
Properties=species:S:1:pos:R:3:lowdin_charge:R:1
C 0.001 -1.058 1.167 -0.24
O -0.601 -0.804 0.061 0.09
C 1.605 -0.965 1.012 -0.03
C 1.918 0.282 0.176 -0.19
C 1.353 1.583 0.658 -0.16
C 1.930 2.617 1.306 0.10
C -3.493 -0.927 -2.471 -0.04
N -2.468 -0.427 -1.968 0.11
H -0.183 -0.332 1.984 0.15
H -0.128 -2.083 1.565 0.17
H -1.974 -0.864 -1.179 0.02
H 2.072 -0.779 1.978 0.14
H 2.021 -1.786 0.430 0.14
H 3.007 0.427 0.180 0.15
H 1.456 0.219 -0.819 0.13
H 2.902 2.600 1.779 0.08
H 1.261 3.433 1.548 0.08
H -3.818 -1.946 -2.228 0.10
H -4.032 -0.344 -3.218 0.09
H 0.311 1.733 0.376 0.11
```

The gap between HOMO and LUMO is 0.1472 hartree. As for the total charge: +1. As for the spin multiplicity: 1.



Q:
Here is an isolated ion of composition C6H12NO and charge +1 from the Open Molecules 2025 dataset. Energies are from ωB97M-V with the def2-TZVPD basis set.

Structure (XYZ):
```
20
Properties=species:S:1:pos:R:3:lowdin_charge:R:1
C 0.809 2.176 1.271 0.07
C -0.029 1.369 0.622 -0.36
C -1.485 1.366 0.946 -0.05
C 0.547 0.398 -0.379 -0.13
C -0.098 -0.971 -0.620 -0.22
N 0.715 -1.683 -1.718 0.24
C -0.197 -1.935 0.532 -0.16
O 0.253 -3.045 0.487 0.11
H 0.515 2.778 2.115 0.08
H 1.880 2.168 1.111 0.07
H -1.700 1.581 1.993 0.10
H -1.928 0.376 0.846 0.06
H -1.955 2.100 0.298 0.10
H 0.346 0.912 -1.355 0.14
H 1.633 0.380 -0.524 0.13
H -1.096 -0.848 -1.049 0.17
H 0.813 -2.641 -1.351 0.15
H 1.612 -1.265 -1.927 0.16
H 0.223 -1.692 -2.608 0.18
H -0.857 -1.524 1.312 0.15
```

As for the SMILES: C=C(C)C[C@@H]([NH3+])C=O. The gap between HOMO and LUMO is 0.3383 hartree. As for the total charge: +1. As for the spin multiplicity: 1.



Most stable structure - Q; separation to the second - 6.511 eV.



P:
Here is a 2-piece molecular cluster, C3H9INO2 overall from the Open Molecules 2025 dataset. Energies are from ωB97M-V with the def2-TZVPD basis set.

Structure (XYZ):
```
16
Properties=species:S:1:pos:R:3:lowdin_charge:R:1
C 1.383 0.195 0.365 -0.32
C 0.313 -0.461 -0.302 -0.18
C -1.690 0.993 -0.349 -0.64
N -0.316 -1.688 0.254 0.14
O 1.959 1.283 -0.378 -0.08
O -1.419 1.764 0.651 -0.06
I -3.305 -0.320 -0.042 1.06
H 1.014 0.636 1.320 0.13
H 2.297 -0.410 0.727 0.16
H 0.367 -0.543 -1.354 0.11
H -1.628 1.346 -1.305 0.03
H 0.065 -1.842 1.203 0.18
H 0.192 -2.472 -0.206 0.18
H -1.282 -1.595 -0.042 -0.04
H 2.638 0.852 -1.020 0.15
H -0.589 2.263 0.479 0.15
```

The gap between HOMO and LUMO (spin up / spin down) is 0.3073 / 0.3071 hartree. As for the total charge: +1. As for the spin multiplicity: 1.



Q:
Here is C3H9INO2 as an isolated structure from the Open Molecules 2025 dataset. Energies are from ωB97M-V with the def2-TZVPD basis set.

Structure (XYZ):
```
16
Properties=species:S:1:pos:R:3:lowdin_charge:R:1
C -1.158 0.247 0.476 -0.30
C 0.188 -0.247 0.705 -0.22
C 1.530 0.975 -0.158 -0.63
N 0.568 -1.539 0.112 0.10
O -1.142 1.622 0.464 -0.05
O 1.139 1.079 -1.433 -0.08
I 3.471 -0.051 0.085 0.97
H -1.507 -0.096 -0.572 0.16
H -1.866 -0.241 1.212 0.16
H 0.597 -0.065 1.649 0.11
H 1.652 1.893 0.519 0.10
H 0.384 -1.532 -0.918 0.17
H 0.322 -2.472 0.332 0.14
H 1.781 -1.386 0.331 0.02
H -1.359 1.973 1.414 0.18
H 1.506 1.937 -1.789 0.16
```

The gap between HOMO and LUMO is 0.3821 hartree. As for the total charge: +1. As for the spin multiplicity: 1.



Most stable structure - Q; separation to the second - 1.165 eV.



P:
Here is one molecule with the formula C2H5BO from the Open Molecules 2025 dataset. Energies are from ωB97M-V with the def2-TZVPD basis set.

Structure (XYZ):
```
9
Properties=species:S:1:pos:R:3:lowdin_charge:R:1
B -1.463 0.587 -0.341 -0.26
C -0.097 -0.037 -0.015 -0.13
C 1.310 -0.408 0.037 -0.04
O -1.046 -0.180 1.067 -0.03
H -1.426 1.762 -0.368 0.05
H -2.066 -0.180 -0.866 0.02
H 1.279 -1.478 0.572 0.15
H 1.803 -0.243 -0.990 0.12
H 1.707 0.176 0.903 0.11
```

The gap between HOMO and LUMO is 0.3803 hartree. As for the total charge: 0. As for the spin multiplicity: 1.



Q:
Here is one molecule with the formula C2H5BO from the Open Molecules 2025 dataset. Energies are from ωB97M-V with the def2-TZVPD basis set.

Structure (XYZ):
```
9
Properties=species:S:1:pos:R:3:lowdin_charge:R:1
B 0.590 0.715 0.235 -0.32
C -1.135 -0.072 -0.362 -0.16
C 0.796 -0.777 0.249 0.01
O -2.025 0.373 0.270 0.11
H 1.237 1.446 -0.556 0.06
H 0.037 1.216 1.188 0.04
H -1.132 -0.248 -1.413 0.10
H 1.157 -1.126 -0.731 0.06
H 0.476 -1.527 1.119 0.12
```

The gap between HOMO and LUMO is 0.3406 hartree. As for the total charge: 0. As for the spin multiplicity: 1.



Most stable structure - P; separation to the second - 0.780 eV.



P:
Here is one molecule with the formula H2O2Si2 from the Open Molecules 2025 dataset. Energies are from ωB97M-V with the def2-TZVPD basis set.

Structure (XYZ):
```
6
Properties=species:S:1:pos:R:3:lowdin_charge:R:1
O 0.595 0.520 -0.043 -0.62
O -1.745 -0.883 0.733 -0.38
Si -0.551 0.012 0.956 0.38
Si 0.974 0.635 -1.774 0.76
H -0.213 0.619 2.374 0.01
H 0.940 -0.903 -2.247 -0.15
```

The gap between HOMO and LUMO is 0.3017 hartree. As for the total charge: 0. As for the spin multiplicity: 1.



Q:
Here is a 2-piece molecular cluster, H2O2Si2 overall from the Open Molecules 2025 dataset. Energies are from ωB97M-V with the def2-TZVPD basis set.

Structure (XYZ):
```
6
Properties=species:S:1:pos:R:3:lowdin_charge:R:1
O -2.175 0.839 1.097 -0.36
O 0.383 0.149 0.167 -0.64
Si 2.037 -0.036 0.026 0.71
Si -1.178 0.004 0.351 0.40
H 2.182 1.086 -0.933 -0.17
H -1.248 -2.042 -0.708 0.06
```

The gap between HOMO and LUMO is 0.2968 hartree. As for the total charge: 0. As for the spin multiplicity: 1.



Most stable structure - P; separation to the second - 2.225 eV.



P:
Here is a 2-piece molecular cluster, C3H12N2O overall from the Open Molecules 2025 dataset. Energies are from ωB97M-V with the def2-TZVPD basis set.

Structure (XYZ):
```
18
Properties=species:S:1:pos:R:3:lowdin_charge:R:1
N -1.015 0.550 -1.152 -0.02
C -0.205 0.939 0.014 -0.28
C 1.099 0.151 0.082 -0.21
C 1.501 -0.015 1.542 -0.32
N 2.772 -0.732 1.747 -0.01
H -0.392 0.604 -1.961 0.09
H -1.631 1.321 -1.404 0.08
H -0.804 0.743 0.905 0.11
H 0.002 2.007 0.034 0.11
H 1.087 -0.792 -0.467 0.11
H 1.867 0.780 -0.360 0.11
H 0.682 -0.454 2.097 0.10
H 1.624 0.977 1.952 0.11
H 2.759 -1.154 2.666 0.06
H 2.755 -1.535 1.114 0.06
O -3.485 -0.732 -1.952 -0.10
H -2.711 -0.418 -1.437 -0.02
H -4.074 -1.139 -1.304 0.03
```

As for the SMILES: NCCCN.O. The gap between HOMO and LUMO is 0.3875 hartree. As for the total charge: 0. As for the spin multiplicity: 1.



Q:
Here is a 2-piece molecular cluster, C3H12N2O overall from the Open Molecules 2025 dataset. Energies are from ωB97M-V with the def2-TZVPD basis set.

Structure (XYZ):
```
18
Properties=species:S:1:pos:R:3:lowdin_charge:R:1
C -0.243 -2.714 -0.642 -0.09
C 0.083 -1.473 0.148 -0.34
N 1.014 -0.667 -0.578 -0.14
C 1.948 0.149 0.213 -0.27
N 1.268 1.088 1.233 0.00
H 0.447 -3.519 -0.389 0.07
H -1.292 -3.033 -0.511 0.08
H -0.129 -2.490 -1.720 0.08
H 0.562 -1.636 1.151 0.11
H -0.736 -0.789 0.416 0.11
H 1.547 -1.050 -1.351 0.10
H 2.524 -0.596 0.829 0.11
H 2.492 0.687 -0.549 0.10
H 0.758 0.371 1.779 0.04
H 0.527 1.605 0.778 0.05
O -3.934 4.540 -0.280 -0.06
H -3.643 5.245 0.306 0.03
H -3.192 4.281 -0.832 0.03
```

As for the SMILES: CCNCN.O. The gap between HOMO and LUMO is 0.3446 hartree. As for the total charge: 0. As for the spin multiplicity: 1.



Most stable structure - P; separation to the second - 0.753 eV.



P:
Here is a 2-piece molecular cluster, C3H12N2O overall from the Open Molecules 2025 dataset. Energies are from ωB97M-V with the def2-TZVPD basis set.

Structure (XYZ):
```
18
Properties=species:S:1:pos:R:3:lowdin_charge:R:1
N -0.754 2.288 -1.410 -0.01
C -1.155 1.274 -0.452 -0.32
C -0.047 0.302 -0.120 -0.21
C 0.463 -0.495 -1.347 -0.27
N 1.393 0.291 -2.180 -0.02
H 0.227 2.445 -1.513 0.04
H -1.438 2.857 -1.874 0.06
H -1.520 1.747 0.458 0.09
H -2.033 0.752 -0.839 0.10
H -0.422 -0.480 0.528 0.10
H 0.828 0.838 0.261 0.11
H 0.972 -1.347 -0.931 0.09
H -0.415 -0.728 -1.940 0.11
H 1.207 0.170 -3.166 0.06
H 2.344 -0.006 -2.026 0.06
O -0.019 -3.414 5.174 -0.06
H -0.417 -3.582 6.033 0.03
H 0.788 -2.912 5.344 0.03
```

As for the SMILES: NCCCN.O. The gap between HOMO and LUMO is 0.3311 hartree. As for the total charge: 0. As for the spin multiplicity: 1.



Q:
Here is a 2-piece molecular cluster, C3H12N2O overall from the Open Molecules 2025 dataset. Energies are from ωB97M-V with the def2-TZVPD basis set.

Structure (XYZ):
```
18
Properties=species:S:1:pos:R:3:lowdin_charge:R:1
C -0.504 -2.383 1.995 -0.14
N -0.923 -2.002 0.632 -0.13
C -0.046 -0.979 0.010 -0.26
C -0.859 0.102 -0.694 -0.30
N -1.752 0.676 0.295 -0.01
H -1.197 -3.176 2.270 0.07
H 0.534 -2.719 1.999 0.07
H -0.523 -1.551 2.714 0.07
H -1.791 -1.492 0.785 0.07
H 0.599 -1.557 -0.652 0.11
H 0.614 -0.496 0.745 0.11
H -1.494 -0.381 -1.446 0.11
H -0.133 0.623 -1.332 0.11
H -1.278 0.795 1.180 0.07
H -2.187 1.545 0.015 0.07
O 3.529 4.018 -3.079 -0.06
H 3.094 4.401 -2.309 0.03
H 4.316 4.576 -3.129 0.03
```

As for the SMILES: CNCCN.O. The gap between HOMO and LUMO is 0.3520 hartree. As for the total charge: 0. As for the spin multiplicity: 1.



R:
Here is a 2-piece molecular cluster, C3H12N2O overall from the Open Molecules 2025 dataset. Energies are from ωB97M-V with the def2-TZVPD basis set.

Structure (XYZ):
```
18
Properties=species:S:1:pos:R:3:lowdin_charge:R:1
C 0.132 1.190 -1.759 -0.10
C -1.375 0.871 -2.097 -0.27
O -1.756 1.587 -3.360 -0.12
H 0.494 2.241 -1.772 0.07
H 0.389 0.606 -0.773 0.07
H 0.698 0.547 -2.553 0.08
H -1.938 1.455 -1.338 0.10
H -1.800 -0.196 -2.093 0.13
H -1.669 0.955 -4.054 0.04
N -0.278 -1.001 2.074 -0.05
C 1.131 -0.722 2.192 -0.40
N 2.119 -1.695 2.848 0.00
H -0.362 -1.974 1.647 0.09
H -0.530 -1.043 3.119 0.09
H 1.443 -0.528 1.147 0.08
H 1.189 0.249 2.664 0.10
H 1.888 -1.543 3.856 0.07
H 2.033 -2.631 2.562 0.02
```

As for the SMILES: CCO.NCN. The gap between HOMO and LUMO is 0.3802 hartree. As for the total charge: 0. As for the spin multiplicity: 1.



Most stable structure - P; separation to the second - 0.243 eV.